7
Properties=species:S:1:pos:R:3:forces:R:3:mulliken_charge:R:1 method="wB97M-V/def2-TZVPD" total_charge=0 fmax_ev_per_a=2.69 homo_energy_ev=-10.75 multiplicity=1 de_lowest_kcal_mol=93.8
C -0.4486 -0.2380 -0.0339 -0.1032 0.3710 -0.3169 -0.03
N -0.9789 -1.2906 0.0756 -1.4394 -0.2484 -0.4787 0.22
O -3.4988 0.2763 1.0036 -0.6357 0.4189 1.1838 -0.40
O -1.9021 0.9924 -0.7395 -0.9538 -1.9108 0.8074 -0.47
O -2.1539 -1.6410 -0.1393 -1.1199 -0.7987 -0.4520 -0.44
S -3.1779 0.2178 -0.3736 2.2132 0.4731 -1.2224 0.71
H 0.4455 0.0676 0.3500 2.0388 1.6950 0.4787 0.42